Formula: C18H19N2O9S
Source: the OMol25 dataset
Level of theory: ωB97M-V/def2-TZVPD

The multiplicity is 1. Its total energy is -51212.11924 eV. Its maximum force is 0.0588 hartree/bohr. The calculation puts the relative energy (zero: lowest compared OMol25 entry of this formula, charge and spin) at 0.176 eV. As for the molar mass: 439.422 u. As for the charge: -1.

Each line ends with the natural charge from an NBO analysis.
Geometry (Å):
C1 -4.276 -2.570 3.791  -0.6203
C2 -2.898 -2.721 3.212  -0.0709
O1 -2.332 -1.386 3.201  -0.5128
C3 -1.138 -1.321 2.595  0.7781
C4 -0.446 -0.002 2.651  -0.4470
C5 -1.200 1.254 2.846  0.7654
O2 -0.712 2.391 2.823  -0.7163
O3 -2.509 1.122 3.088  -0.5236
C6 -3.136 2.393 3.382  -0.0703
C7 -4.510 2.041 3.876  -0.6203
C8 0.966 0.022 2.761  -0.0699
C9 1.713 1.235 2.670  -0.2314
C10 3.072 1.273 2.850  -0.2633
C11 3.781 0.081 3.171  0.2636
O4 5.113 0.212 3.411  -0.5130
C12 5.852 -0.927 3.891  -0.2504
C13 3.073 -1.147 3.239  -0.3371
C14 1.714 -1.166 3.008  -0.1405
O5 -0.664 -2.312 2.045  -0.6738
H1 -4.780 -3.538 3.811  0.1986
H2 -4.235 -2.183 4.815  0.2071
H3 -4.875 -1.882 3.185  0.2100
H4 -2.263 -3.367 3.836  0.1795
H5 -2.936 -3.117 2.189  0.1904
H6 -2.560 2.920 4.153  0.1930
H7 -3.161 2.996 2.463  0.1821
H8 -5.068 2.949 4.118  0.1984
H9 -5.068 1.474 3.123  0.2050
H10 -4.443 1.430 4.784  0.2081
H11 1.172 2.152 2.474  0.2550
H12 3.625 2.210 2.771  0.2068
H13 6.856 -0.525 4.022  0.1868
H14 5.460 -1.294 4.850  0.1731
H15 5.858 -1.739 3.150  0.1756
H16 3.588 -2.087 3.469  0.2019
H17 1.193 -2.117 2.996  0.2237
O6 0.962 4.787 -2.094  -0.3960
N1 0.005 4.150 -1.612  0.4952
O7 -1.181 4.567 -1.584  -0.4155
C15 0.207 2.862 -1.039  -0.1692
C16 1.395 2.195 -0.897  -0.1537
C17 1.121 0.963 -0.267  -0.0443
N2 1.999 -0.155 -0.379  0.5071
O8 1.525 -1.285 -0.131  -0.3660
O9 3.183 0.041 -0.733  -0.4109
C18 -0.223 0.776 0.128  -0.3040
S1 -1.213 2.034 -0.407  0.5431
H18 2.356 2.513 -1.279  0.2708
H19 -0.664 -0.149 0.492  0.3024